This record from the OMol25 dataset describes 13 unconnected molecules or ions with the total composition C42H106FN3O17PS2 at a distorted geometry. The level of theory is ωB97M-V/def2-TZVPD.

```
! wB97M-V def2-TZVPD RIJCOSX def2/J DEFGRID3
* xyz 1 1
H 9.1023 2.5116 3.7977
H -4.0501 6.2886 2.6606
H 6.1648 -5.0265 -0.0498
C -9.2392 -9.9822 2.7588
O -2.8857 5.0096 0.6326
H -3.4599 1.9110 -2.0911
C -5.5919 -6.1826 -0.3548
C 1.9345 2.5369 -0.7360
H 5.3221 1.2580 1.2958
H -8.4481 -3.0094 1.2005
H -3.1357 -1.9254 -1.3908
O -2.8835 -1.4015 4.8538
H -5.5660 -4.2831 0.0766
O -5.0300 -4.8835 -0.4695
C 8.7957 0.6013 2.8369
H -12.9132 -5.5098 4.7663
H 5.3791 -6.9978 -0.9381
C -1.5287 0.0801 -2.5998
H 3.0282 -4.5597 3.8540
H -8.8299 -10.9295 3.1206
H -4.2165 0.4446 -1.0088
C -3.8924 0.8046 -2.0996
H -4.5360 -1.7743 -2.7682
O 4.3068 -1.6022 -5.5044
H -8.9599 -7.6530 1.7440
H 2.1959 -0.7927 -2.5579
H -7.4736 -7.1654 -0.7604
O -0.8880 0.7576 -3.5750
H 3.9169 -4.4451 -1.8250
C -1.6336 0.5070 2.2963
C -1.6995 1.5650 1.0465
H 1.4055 -1.9416 -7.1566
C 3.4006 11.3278 1.4552
N -3.0023 -0.1944 -2.8046
H -1.7033 6.2137 1.7881
H 7.3578 2.5595 -4.1398
C 2.3235 0.3715 -2.7852
C 3.2372 3.4998 -0.9772
O 6.7938 0.5960 -4.2362
H -0.3411 5.0132 0.8364
H -5.5325 -6.4999 0.6908
H 5.4689 2.3284 -5.7684
O 3.7665 12.0451 0.2855
O 1.4678 -3.2455 3.7090
C 3.1626 -1.1263 -6.1978
H 2.6072 -4.0507 1.4378
H 4.1123 1.7165 -3.4541
O 5.0111 -0.9190 1.6865
C -0.2810 1.6933 0.1921
H 3.5557 0.5964 1.2732
H -8.1951 -1.3540 3.0632
C 1.5897 1.1691 -1.5642
C 2.9658 12.2925 2.5390
H 3.4934 -0.5455 -7.0642
H -9.3623 -2.6235 3.5043
H 4.7958 -2.1847 -6.1107
N 0.2494 0.7616 -0.9182
C -11.4054 -6.1351 3.3496
C -11.8638 -5.3087 4.5334
H -4.6016 6.9918 1.1453
H -11.2576 -5.5295 5.4180
H 3.8902 3.2383 -1.9113
C -8.5349 -9.5376 1.4936
H 2.7793 5.2428 -2.3934
O -6.4927 -2.9686 1.7987
H 6.4640 1.3002 -6.7919
H -10.3120 -10.1061 2.5786
H -0.2526 3.4587 2.5708
C -0.6394 -0.4400 -1.2866
C -7.8545 -3.2489 2.0877
H 0.5606 -3.2350 3.3584
H 4.2566 10.7297 1.7825
H -4.2836 -3.0654 2.0615
H 2.7898 9.0734 -1.6611
H 7.4141 2.0319 3.6753
H 9.8099 0.2275 3.0079
H 1.9783 -2.8752 -5.7535
H 5.5115 -6.2405 -2.5376
H -7.9570 -4.3189 2.2928
H -11.7461 -4.2402 4.3252
H 1.0016 -4.7596 1.5580
H 4.8561 1.2327 -0.8423
H -5.9731 -3.1926 2.5897
P 0.5295 4.0218 1.4680
H -4.9114 0.8339 -2.7162
H 5.6382 9.7806 -2.5708
H 4.1420 11.5265 -2.4957
H 9.3519 1.8958 1.4915
H 2.6092 -0.4617 -5.5278
H 8.3719 1.5238 -5.1636
H -9.1335 -9.2286 3.5461
H 4.4584 0.8528 2.9342
H -9.5240 -6.0789 3.8517
H -2.5988 1.2032 0.3496
C 4.5066 -1.0789 -0.8874
H 1.6161 5.2507 -0.9112
C 2.2944 -2.2918 -6.6245
H -7.7067 -2.6433 4.1560
H 3.7741 12.9891 2.7846
C 6.5011 2.1228 -6.0702
H 5.9633 0.2608 -2.0166
C 2.0099 -4.5332 3.4550
H 4.4985 12.6397 0.5233
H 8.1033 -0.2440 2.8885
H 2.4361 -5.7944 1.7523
H 6.9074 3.0087 -6.5662
H 3.7773 -5.1861 -0.2356
O 8.7272 1.1512 1.5295
H -4.9907 -6.8691 -0.9583
H 3.1672 -6.0517 -1.6656
H 1.7220 0.5477 -3.8012
H 4.4405 8.8966 -3.5368
H 3.9683 9.9509 -0.6936
C 4.8392 0.3666 -1.6286
S -2.8628 -1.9579 3.3911
H -11.5079 -7.2051 3.5548
O -9.0848 -8.3103 1.0380
C 8.4248 1.6539 3.8610
H 6.2270 -2.1999 0.3303
H 4.3077 -0.1264 -3.7866
C 4.5670 9.6419 -2.7461
H -0.6301 -0.0972 2.2297
H 4.2720 8.2500 -1.1191
H -3.6361 5.1040 0.0210
H 8.4683 1.2445 4.8742
C 5.6065 -1.1823 0.3664
O 4.0170 10.8692 -3.2017
H 2.6761 11.7550 3.4462
H -2.2470 6.9229 0.2548
H 2.5832 10.6480 1.1972
C 3.9258 0.6474 -2.9611
C -2.9539 -0.4742 2.2247
H -8.6614 -10.2830 0.7029
H 6.7914 -0.1251 -4.8890
C -3.3841 -1.6258 -2.4983
H 0.0676 -1.3308 -1.6024
C -7.0274 -6.1700 -0.8380
H -1.6874 1.0939 3.3170
C -3.7417 6.9175 1.8190
C -2.5533 6.3066 1.1056
H -3.5004 7.9161 2.1938
H -11.9991 -5.8956 2.4625
H -2.0264 2.6499 1.4223
C 5.3204 -6.0477 -1.4778
H 4.8250 -1.9486 -1.6333
H -3.9172 0.1848 2.4745
H -7.0795 -5.8393 -1.8805
S 2.1425 4.7711 2.2587
H 2.8517 -2.9713 -7.2776
O -1.5291 -2.6859 3.0690
C 7.3414 1.7436 -4.8683
H -1.3357 -0.7867 -0.4119
O 6.3389 -5.1848 -0.9936
N 0.8059 2.7478 0.2505
C 3.8627 9.1974 -1.4809
H 3.3985 -1.1652 -0.5212
H -2.8021 -2.3073 -3.2800
H -3.0538 -0.8237 1.0879
C 4.6054 0.4872 1.8326
C 2.7363 5.0773 -1.2142
H 1.4109 -5.2778 3.9882
O -4.2134 -2.9554 3.0610
C 3.9632 -5.4010 -1.2930
F 3.6823 6.0732 -0.6228
H -7.6276 -5.4675 -0.2507
C 2.0168 -4.8071 1.9653
H 6.4264 -0.3305 0.2010
C -8.3129 -2.4225 3.2714
H -7.4636 -9.3989 1.6688
O -10.0437 -5.8549 3.0607
H 2.1177 12.8960 2.1992
H 3.8438 3.5223 0.0412
*
```

Summary:
- frontier orbital gap (eV) = 7.57

This record from the OMol25 dataset describes a molecular structure, C42H108CaN8O14 at a distorted geometry. The level of theory is ωB97M-V/def2-TZVPD.

```
! wB97M-V def2-TZVPD RIJCOSX def2/J DEFGRID3
* xyz 0 1
C -0.0707 -2.9616 -10.5215
C -1.6409 -1.2146 -8.2101
H -0.9080 -7.7017 -6.1598
C -4.3862 -0.2666 9.3025
H 1.8941 -6.1134 -2.9261
O 3.4611 -4.8087 4.1704
C 6.9064 -5.7620 2.2473
C -9.2462 4.6830 0.6487
H -4.4622 0.7405 9.7125
H 0.0463 -2.6990 -11.5729
H 0.2530 6.1463 5.6841
H -2.2472 -0.1179 2.1352
H 6.5387 6.8427 -5.6290
C -2.7457 -2.1301 -7.5516
H 1.7785 -5.7492 3.5412
C 3.7503 -4.0040 3.0386
C -6.6636 -1.2299 9.9335
H -2.7773 -3.1436 -7.9516
H -5.3247 -4.0236 2.5655
H 8.0234 -6.6097 -6.2784
C 6.8454 8.7318 2.8465
H 2.2592 -6.0599 -6.0368
H 2.2161 4.7435 -2.0635
H -0.6601 -1.5408 -7.8641
H -5.7395 -5.5691 1.9524
N -1.9175 0.1457 -7.8807
H 7.7067 -9.7986 2.0129
C 7.2592 -7.2098 1.9038
H 7.4177 -5.1097 1.5394
C 5.2121 -4.0967 2.6616
H 4.1377 -5.5961 -2.6363
H 2.4806 7.2828 4.9261
C -5.7034 -0.8214 8.7644
N 2.9634 5.4083 -1.9235
H 4.1293 9.5917 5.2748
H 1.5534 -4.1623 4.2861
H 5.2497 6.8125 -2.3011
C 6.2788 2.6956 -2.9781
H 7.4723 7.8787 3.1061
N 5.4490 -5.4302 2.1701
C 4.5092 10.4224 3.3763
H 1.8482 -5.5402 5.2619
C 1.8658 8.1829 4.9263
H -8.2198 -4.3133 -0.5858
H 4.8960 -6.0719 2.7200
H -1.4847 1.4367 2.1783
C -6.4428 -5.9085 -1.6538
H -2.5193 -1.0866 -10.2682
C 4.6545 -5.0238 -4.4775
H -5.9220 -3.6849 0.2913
H 4.6708 5.4014 -0.6044
H -1.1425 0.7084 -8.2012
C -2.2317 0.8531 1.6402
H -1.2212 6.9352 5.0794
H -3.7388 -1.6891 -7.6381
H -5.4328 -1.7360 8.2367
H -6.8544 -3.7340 12.0988
H -3.8478 -0.8531 10.0469
H -11.0320 5.8082 0.1192
H -8.5613 6.0389 -0.6603
H 2.8109 6.1298 -3.9753
C -6.1707 -4.5952 2.1838
H 4.5158 -3.9775 -4.2055
H 0.6175 -2.3126 -9.9801
C -7.1219 -2.7170 11.8121
H -11.3167 4.5847 1.3817
C -8.0976 2.3437 -2.0671
H -1.8544 0.2882 -6.8828
C 2.4823 9.2197 3.9928
N 3.8949 -5.8696 -3.5778
H 3.9428 11.3470 3.4885
H 5.6444 5.4689 -5.2294
N 3.9610 9.4115 4.2953
H 7.2117 3.1371 -3.3286
O 6.8663 9.5956 3.9614
H -8.1692 -2.6443 11.5191
H -6.9408 -4.7297 2.9435
H 5.8351 8.3818 2.6350
H 3.3897 -3.0188 3.3343
H 3.9457 7.8772 -2.7734
H -7.6639 -1.3895 9.5311
H 2.1311 -4.7476 -3.8023
O -1.8920 1.7491 -0.8500
H 0.5114 -7.2783 -7.1151
C -7.7433 -4.9001 0.1995
O -6.2509 -2.3120 10.7076
H -9.8732 4.2527 -1.3696
O -3.4503 1.5020 1.9462
C 6.1082 -5.4980 -4.5402
O -8.0922 3.2366 -0.9459
O -7.1150 -6.0852 -0.3506
C 6.0606 6.3669 -4.7728
H 0.4890 -8.7150 -5.9877
N -8.2748 5.7154 0.2526
H -6.8717 -0.4294 10.6434
H -0.9141 -0.6636 -10.1564
C 2.4268 -5.7966 -3.8228
C 6.7641 -9.4913 2.4659
H -10.4883 6.1001 1.7482
H 6.4947 1.8138 -2.3749
C 3.5584 5.7864 -3.2602
H -7.0555 -5.5604 -2.4854
H -8.5254 -5.1747 0.9073
O 5.7756 3.7318 -2.1514
C 2.1428 -5.0786 4.3195
H 6.5620 11.3540 3.0702
C 3.8617 4.7754 -0.9806
H -0.7727 0.2391 0.0274
H 6.7362 -5.2592 -3.6818
C -1.7666 0.6817 0.0942
H -7.2665 -0.1718 7.5042
H -6.7636 -2.1212 1.6913
H 4.0625 4.9412 -3.7290
Ca -4.5419 4.4908 -0.1645
H -2.3626 -0.1230 -0.3363
H 7.2093 -5.4615 3.2504
H 3.8018 3.0033 -2.3905
H -0.2830 7.5747 6.5075
H 3.1830 4.4247 -0.2032
H -7.0837 2.3232 -2.4667
C 1.9582 -6.5571 -5.1146
H -6.0973 -6.9271 -1.8302
H 6.0130 11.2721 4.7360
C -6.7640 -3.9308 0.9384
H 5.9253 -9.8403 1.8637
H -5.8468 0.3171 7.0738
O 5.1765 7.3519 -4.2847
C 4.5153 7.0014 -3.0841
H 2.4616 -7.5234 -5.0844
C -0.2410 7.1048 5.5249
H -7.4806 -2.1330 0.4009
O 6.6138 -8.1425 2.8126
N -7.4729 -2.6859 1.2461
C -10.6094 5.3195 0.9971
C 7.9530 -5.5567 -6.0057
H -6.9207 -2.1120 12.6962
O 0.5705 -6.8038 -5.0906
H 0.1964 -4.0055 -10.3568
H 4.2070 -5.1330 -5.4654
H 6.7469 -7.5244 0.9946
H -8.7841 4.2018 1.5107
H 6.7741 -10.0513 3.4010
H -2.6076 -2.2402 -6.4760
H -3.7269 -0.1482 8.4426
H 5.4264 -3.3517 1.8953
H -8.2406 1.2913 -1.8218
H 5.6305 2.4097 -3.8064
H 8.6683 -5.4645 -5.1885
C -1.6129 -1.3925 -9.7457
H 6.8794 6.0910 -4.1082
H 1.8388 10.0952 4.0797
C -9.3851 3.6995 -0.5672
H 4.5731 2.7722 -0.8614
N -6.3945 0.1435 7.9045
H 5.8139 -3.8702 3.5417
C 0.1818 -7.6832 -6.1583
H 4.5292 10.1491 2.3213
O 6.6424 -5.0879 -5.7545
H -10.0028 2.8710 -0.2206
C 4.4280 3.5065 -1.6538
H -8.8468 2.6150 -2.8109
H 6.1349 -6.5868 -4.5837
O 0.4731 7.8810 4.5607
H 3.2071 -4.2339 2.1220
H -8.5509 6.5338 0.7761
O -1.4198 -2.7169 -10.1003
H -5.5687 -5.2656 -1.5500
H 8.3266 -7.4077 1.8062
H 8.3472 -5.0667 -6.8960
H 2.3559 8.7843 3.0015
C 5.9803 10.7595 3.7747
H 7.3612 9.0988 1.9592
H 1.8059 8.5278 5.9585
*
```

Summary:
- frontier orbital gap (eV) = 3.66